P | Computed, not measured: the molecule C7H13NO4, with ωB97M-V/def2-TZVPD.

Atoms and positions in Å:
O: -0.35 1.88 1.25
O: 1.31 0.97 -2.46
O: -2.09 0.20 2.75
O: 2.20 -0.22 -0.12
N: -0.99 -1.02 -0.29
C: 1.18 0.81 -0.15
C: 0.47 -1.93 -1.96
C: 0.40 0.71 -1.39
C: 0.35 0.61 1.08
C: -0.28 -0.65 -1.52
C: -0.74 -0.50 0.83
C: -1.50 -0.91 2.11
H: -1.13 1.65 1.85
H: 1.30 -1.54 -2.75
H: -0.30 -2.63 -2.52
H: -2.20 -1.70 1.89
H: 0.92 -2.53 -0.99
H: 1.63 1.79 -0.09
H: -0.82 -1.35 2.84
H: 2.49 -0.32 -1.04
H: 0.80 0.65 -3.23
H: -1.00 -0.51 -2.27
H: -0.35 1.49 -1.42
H: 0.94 0.30 1.95
H: -3.03 0.37 2.43

Calculated values
SMILES: C[C@H]1N=C(CO)[C@H](O)[C@@H](O)[C@H]1O
Spin multiplicity: 1
Kohn-Sham gap (eV): 9.60

=====

Q | Computed, not measured: a cluster of 2 separate species, C7H13NO4 in total, with ωB97M-V/def2-TZVPD.

Atoms and positions in Å:
O: 1.18 -0.75 0.55
O: -1.44 -2.69 -2.01
O: -3.67 -3.02 -1.90
O: -2.61 -1.68 -0.41
N: -0.55 1.89 -0.05
C: -0.91 1.51 1.34
C: -1.02 -0.01 1.22
C: -0.11 0.91 -0.74
C: -0.09 -0.37 0.05
C: 2.78 1.12 0.65
C: 2.35 -0.18 -0.02
C: -2.71 -2.46 -1.39
H: 2.16 1.98 0.38
H: 3.80 1.36 0.33
H: 2.27 -0.08 -1.11
H: -2.03 -0.36 1.00
H: -0.14 1.84 2.03
H: -0.63 2.82 -0.44
H: 0.15 1.04 -1.78
H: 2.79 0.99 1.73
H: -1.85 1.98 1.61
H: -0.60 -0.48 2.11
H: -1.66 -3.29 -2.73
H: 3.13 -0.92 0.15
H: -0.59 -1.15 -0.55

Calculated values
Spin multiplicity: 1
Kohn-Sham gap (eV): 6.20

=====

Relative energy of each structure, in eV: P 0.000; Q 0.156.